Record 1
C42H39Cl3IN8O6SSbV as an isolated structure. Source: the Open Molecules 2025 dataset; level of theory: wB97M-V/def2-TZVPD.

Structure (XYZ):
```
102
Properties=species:S:1:pos:R:3:forces:R:3:mulliken_charge:R:1
V 0.818308 -0.563259 -0.513303 0.405 -0.219 -0.231 -0.059
C -1.486979 3.467349 0.849456 0.010 0.048 0.006 -0.969
C -0.309217 3.218715 1.747238 -0.001 0.002 -0.003 0.559
C -0.339893 3.577420 3.091970 -0.005 -0.021 0.008 -0.373
C 0.782623 3.360127 3.873069 -0.002 0.003 0.005 -0.943
C 1.896720 2.790999 3.281331 0.014 -0.008 -0.010 -0.596
C 1.841688 2.442989 1.932544 0.066 0.015 -0.006 -0.035
N 0.761993 2.654286 1.180978 -0.013 0.044 -0.005 0.011
Sb 3.649185 1.583546 1.102356 -0.076 0.035 0.099 0.908
C 3.239250 -0.537743 1.424770 0.039 -0.148 0.140 -0.797
C 3.963719 -0.968800 2.527326 0.035 -0.012 -0.056 -0.339
C 3.998878 -2.321588 2.844540 -0.020 -0.022 -0.012 -0.887
C 3.394419 -3.205426 1.983003 0.037 0.003 0.031 -0.942
C 2.694384 -2.723561 0.875881 -0.071 -0.001 -0.099 0.708
C 2.169487 -3.693572 -0.139222 0.024 -0.010 0.004 -1.342
N 2.537219 -1.409377 0.667204 -0.098 0.326 0.020 1.238
C 3.421709 2.008004 -0.978471 -0.024 -0.107 0.040 -0.169
C 4.578491 2.562213 -1.513035 0.005 0.002 0.017 -0.801
C 4.638007 2.802372 -2.873484 0.017 0.004 -0.010 -0.726
C 3.540643 2.466831 -3.635765 -0.009 0.019 0.002 -0.813
C 2.410357 1.925205 -3.025802 0.016 -0.020 0.008 0.729
C 1.239699 1.559400 -3.889990 0.053 -0.034 -0.009 -0.596
N 2.343150 1.705956 -1.703981 -0.004 -0.050 -0.070 0.410
H -2.320662 3.916174 1.390385 0.003 -0.005 -0.001 0.388
H -1.814188 2.533971 0.388721 -0.017 -0.043 -0.023 -0.071
H -1.201088 4.143291 0.043495 0.005 -0.017 -0.023 0.442
H -1.225633 4.039363 3.509634 -0.010 -0.002 0.003 0.532
H 0.789199 3.632453 4.921153 -0.003 -0.003 0.001 0.413
H 2.798046 2.616852 3.856039 0.001 -0.005 0.003 0.457
H 4.517653 -0.257901 3.127499 0.009 0.008 -0.014 0.496
H 4.532522 -2.670221 3.719273 0.003 -0.002 0.000 0.431
H 3.461814 -4.274609 2.133800 0.002 -0.003 0.001 0.546
H 2.987475 -4.353472 -0.435509 0.007 -0.005 0.007 0.590
H 1.794990 -3.176019 -1.017248 0.006 -0.027 0.012 -0.266
H 1.369355 -4.310899 0.269467 0.007 0.004 -0.005 0.356
H 5.428138 2.772577 -0.876139 -0.003 0.010 0.001 0.419
H 5.527188 3.219402 -3.328620 0.001 0.002 0.000 0.407
H 3.544845 2.607709 -4.708412 0.001 -0.003 -0.002 0.463
H 1.534698 1.545138 -4.938676 -0.002 -0.005 0.007 0.436
H 0.449825 2.302255 -3.781748 -0.074 0.038 0.013 0.086
H 0.865257 0.575676 -3.616405 0.010 0.006 -0.017 -0.225
I 4.676962 -3.078540 -8.359579 -0.005 0.008 0.022 0.058
C 4.150224 -2.454524 -6.433993 -0.008 -0.012 -0.041 -0.028
C 2.821672 -2.509123 -6.039878 0.014 0.004 0.011 -0.832
C 2.478674 -2.086057 -4.763650 -0.003 0.000 0.003 0.035
C 3.450697 -1.619544 -3.886831 -0.023 0.047 -0.033 0.318
C 4.776870 -1.579777 -4.298339 0.007 0.001 -0.005 -0.498
C 5.134820 -1.993025 -5.572564 0.003 0.001 0.011 -0.638
C 3.088384 -1.134525 -2.499635 -0.060 -0.025 0.003 -0.204
O 3.992137 -0.823423 -1.724390 0.002 0.026 0.030 -0.695
O 1.826619 -1.081450 -2.268835 -0.187 -0.038 0.218 0.355
H 2.064329 -2.877515 -6.718194 -0.002 -0.002 -0.003 0.406
H 1.449289 -2.120353 -4.431614 0.004 0.000 0.000 0.289
H 5.519492 -1.216498 -3.600260 0.004 0.000 0.001 0.489
H 6.167350 -1.957808 -5.891982 0.004 0.000 0.000 0.388
Cl -2.429375 1.340798 -4.523792 0.007 0.004 0.008 -0.065
C -2.347212 1.982595 -2.879863 -0.070 -0.052 -0.071 0.621
Cl -3.918601 1.784995 -2.072423 0.007 0.000 -0.009 -0.097
Cl -1.901083 3.692918 -2.904388 0.038 -0.025 0.003 -0.079
C -1.353261 1.218390 -2.131631 -0.014 0.073 0.203 -0.112
N -0.599171 0.614857 -1.514911 -0.110 0.061 -0.142 0.259
C -7.600859 1.608655 2.490540 -0.001 0.001 -0.004 -1.415
C -6.087500 1.510599 2.346815 -0.006 0.016 0.028 -0.230
S -5.321859 1.947398 3.898777 -0.005 -0.009 0.007 1.406
O -5.721640 0.980078 4.888015 -0.002 -0.001 -0.009 -0.679
O -5.542061 3.351625 4.118024 0.009 0.010 -0.002 -0.714
C -3.580372 1.723720 3.603753 0.000 -0.013 -0.023 0.419
C -3.177044 0.255282 3.590427 -0.032 -0.005 -0.004 -1.739
N -1.842976 0.092450 3.020497 0.003 0.030 0.045 0.717
C -1.586405 -0.133100 1.711688 0.017 -0.065 -0.005 -0.250
N -0.277212 -0.237047 1.484984 -0.036 0.084 -0.086 1.412
C 0.327520 -0.099190 2.694754 0.035 -0.039 0.031 -1.414
C -0.616244 0.118253 3.647135 0.009 0.021 -0.005 0.002
N -0.393914 0.457058 5.011365 0.012 -0.042 0.062 1.175
O 0.737337 0.318102 5.433232 -0.067 0.030 -0.032 -0.660
O -1.337974 0.886633 5.659647 0.053 -0.011 -0.041 -0.662
C -2.688273 -0.296839 0.727697 0.000 0.004 0.000 -1.004
H -8.078590 1.344054 1.548564 0.009 -0.001 -0.004 0.399
H -7.895453 2.622334 2.756677 -0.003 0.002 0.000 0.374
H -7.955930 0.928099 3.262418 -0.003 -0.002 0.000 0.362
H -5.698550 2.208200 1.603413 -0.002 0.004 -0.004 0.345
H -5.772062 0.496741 2.096910 0.001 -0.014 0.002 0.267
H -3.083122 2.257053 4.414118 0.002 0.010 0.007 0.464
H -3.345459 2.219607 2.660325 0.005 0.006 -0.004 -0.478
H -3.856890 -0.337402 2.981783 0.011 -0.006 0.001 0.615
H -3.194958 -0.150189 4.595916 0.006 0.009 -0.010 0.265
H 1.390399 -0.148865 2.836699 -0.008 0.003 0.007 0.461
H -3.307490 -1.155782 0.995366 -0.007 0.000 0.000 0.525
H -2.274312 -0.501856 -0.251577 -0.009 -0.006 0.006 -0.499
H -3.320785 0.593274 0.688129 0.004 0.003 -0.004 0.156
N -4.255489 -6.135104 -1.451874 -0.018 -0.013 -0.007 -0.586
C -3.454551 -5.323611 -1.300696 0.029 0.021 0.007 -0.216
C -2.462445 -4.303613 -1.101564 -0.009 -0.005 0.003 0.334
C -1.957912 -4.057103 0.175310 0.005 0.003 0.028 -0.804
C -1.023686 -3.049854 0.358599 -0.020 -0.021 -0.048 0.157
C -0.538079 -2.249223 -0.690192 0.110 0.135 0.013 0.582
C -1.051321 -2.557794 -1.960889 -0.028 -0.002 0.028 0.122
C -1.995918 -3.550512 -2.177309 -0.008 -0.004 -0.026 -0.743
H -2.305360 -4.656979 1.008357 0.001 0.000 0.003 0.503
H -0.654262 -2.889665 1.370011 -0.004 0.002 0.012 0.438
H -0.694146 -1.999154 -2.822946 -0.001 -0.001 -0.007 0.062
H -2.376246 -3.752547 -3.171468 0.000 0.001 -0.002 0.489
```
Forces are in eV/Å.

Output
**E_HOMO (spin up / spin down)**: -7.353 / -8.542 eV
**HOMO-LUMO gap (spin up / spin down)**: 6.425 / 7.621 eV
**2S+1**: 4

---

Record 2
C42H39ClN13O6RbSSe as an isolated structure. Source: the Open Molecules 2025 dataset; level of theory: wB97M-V/def2-TZVPD.

Structure (XYZ):
```
104
Properties=species:S:1:pos:R:3:forces:R:3:mulliken_charge:R:1
Rb 14.427894 13.966906 11.545871 -0.859 0.145 0.422 0.644
N 13.681274 11.849285 14.058963 -0.434 0.130 0.232 0.080
C 12.231441 11.805722 13.745711 0.253 -2.616 0.256 0.088
C 11.510711 13.107163 13.648519 -0.182 0.727 -0.276 0.396
O 10.398703 13.082053 13.058299 -0.003 -0.309 0.223 -0.773
N 12.101461 14.137808 14.238775 -0.162 -0.125 0.462 -0.264
C 11.228248 15.290855 14.243807 0.746 1.849 0.468 -0.816
C 11.893289 16.512122 13.483651 0.194 -0.706 -0.982 0.533
O 11.824396 17.703209 13.770636 -0.286 -1.114 0.247 -0.723
O 12.577379 16.084686 12.386541 -0.243 1.822 0.817 0.154
H 13.931416 10.964288 14.523265 0.020 0.881 -0.109 0.207
H 13.862090 12.669501 14.659669 -0.120 -0.796 -0.256 0.149
H 11.647709 11.195721 14.524071 0.631 0.770 -0.682 0.119
H 12.124512 11.198507 12.814461 -0.190 0.793 0.470 -0.435
H 10.968993 15.716941 15.283877 0.442 -0.777 -1.222 0.131
H 10.308567 14.987353 13.734251 -0.190 0.573 -0.087 0.315
C 12.633967 16.636218 7.449041 0.962 -1.233 0.451 -1.358
C 13.061442 16.672141 8.927893 -1.002 -0.117 0.959 0.132
O 12.975514 15.711156 9.698465 0.499 0.577 -1.645 -0.229
N 13.414659 17.910137 9.382753 0.286 -0.595 -0.491 0.108
C 13.659758 18.087858 10.779884 0.751 0.816 0.870 -1.089
C 14.977967 18.091389 11.344643 -1.425 1.061 -1.195 0.664
C 16.153648 17.775673 10.647360 2.216 0.474 -0.123 -0.285
C 17.416025 18.195817 11.195237 -1.763 -1.427 -2.378 -0.505
C 17.384829 18.807391 12.400178 2.074 1.048 2.426 -0.460
C 16.180911 18.926024 13.119491 -0.491 0.448 -0.321 -0.175
N 15.010973 18.641068 12.603465 0.526 -0.604 0.321 -0.395
H 12.451896 15.536610 7.230437 -0.027 1.545 -0.134 0.199
H 13.481210 17.064927 6.870877 -0.470 -0.435 -0.035 0.380
H 11.769981 17.286865 7.282579 -0.020 -0.405 0.065 0.390
H 13.504021 18.625423 8.647047 0.046 -0.241 0.852 0.219
H 12.943344 16.958249 11.825236 -0.494 -1.498 0.531 -0.071
H 13.063205 18.833956 11.307016 -0.321 -0.201 -0.333 0.426
H 16.117228 17.502399 9.582402 -0.148 -0.239 0.618 0.292
H 18.343615 18.024761 10.594315 -0.810 0.338 0.700 0.309
H 18.332157 19.217087 12.837686 -0.940 -0.502 -0.250 0.233
H 16.103934 19.380656 14.124822 0.514 -0.231 -0.486 0.364
N 17.811860 14.938912 7.958069 -0.827 0.420 0.088 0.109
C 16.472218 14.850957 8.271128 2.219 -1.792 1.333 -0.603
N 16.351305 14.054017 9.355538 0.577 0.986 -1.536 0.246
C 17.643737 13.725373 9.667659 -0.249 2.287 -2.222 0.122
N 18.566081 14.272949 8.855708 -1.036 -0.171 -0.145 -0.697
C 18.076132 13.036450 10.831094 0.820 -1.254 1.813 0.249
C 19.458280 12.779203 10.991987 -0.631 -0.467 -0.718 -0.473
N 19.960989 12.092797 12.012355 -0.643 0.422 0.020 -0.679
C 19.048955 11.754562 12.924898 -0.265 0.422 0.269 -0.458
C 17.683665 12.046691 12.799281 -0.118 -0.400 1.000 -0.263
N 17.170253 12.662790 11.753698 0.849 0.362 -0.928 0.245
H 18.259268 15.510699 7.227324 -0.452 -0.633 0.777 0.228
H 15.731408 15.277165 7.635253 -0.600 0.187 0.074 0.552
H 20.108548 13.060386 10.169166 0.123 0.060 0.311 0.491
H 19.425025 11.330184 13.842384 -0.049 -0.368 0.071 0.417
H 16.964770 11.796750 13.593434 0.438 -0.043 -0.276 0.459
N 12.976336 11.780720 10.388076 0.794 -0.783 -0.316 0.667
S 13.602388 10.341817 10.281300 0.321 1.853 2.252 -0.058
C 12.468646 9.017381 10.742946 0.614 -0.265 -0.285 0.312
C 13.096537 7.921949 11.308669 0.729 -0.550 0.425 -0.431
C 12.384577 6.734004 11.450862 1.383 -0.640 1.309 -0.629
C 11.019401 6.692776 11.250227 0.758 0.271 -0.806 -0.535
C 10.408547 7.799284 10.755227 -0.505 2.853 -0.316 -0.682
C 11.120529 9.007451 10.509303 -0.055 -1.345 -0.276 0.057
C 14.046463 9.835481 8.668405 -0.314 -0.985 -0.031 0.488
C 13.263081 10.144361 7.586349 -0.591 0.053 -1.766 0.013
C 13.491912 9.469475 6.354035 -0.200 1.839 1.084 -0.579
C 14.367287 8.421137 6.330663 0.295 0.169 -0.453 -0.536
C 15.189046 8.173666 7.419847 0.735 -1.464 0.743 -0.478
C 15.085404 8.900845 8.604365 0.064 -0.039 -0.400 -0.463
H 12.270773 11.881016 9.668240 -0.728 0.228 -0.171 -0.447
H 14.144812 8.046861 11.671725 -0.826 -0.441 -0.617 0.332
H 12.912758 5.830945 11.828125 -0.414 0.720 -0.223 0.284
H 10.465114 5.803966 11.325780 -0.522 -1.140 0.370 0.424
H 9.347101 7.857087 10.563812 -0.160 -0.341 -0.031 0.419
H 10.737923 9.872385 10.011405 -0.859 0.472 -0.200 0.478
H 12.419379 10.860896 7.638339 0.532 -0.255 0.304 0.281
H 13.084539 9.915804 5.444791 -0.422 -0.638 0.243 0.382
H 14.434690 7.869724 5.406969 0.357 -0.336 -0.044 0.388
H 15.846705 7.278949 7.381959 -0.194 0.875 -0.005 0.285
H 15.759849 8.766190 9.477241 -0.651 -0.126 -0.752 0.354
Se 17.900594 11.974939 17.673090 -1.545 0.131 0.152 0.127
N 17.297150 13.458000 18.599622 1.589 -0.642 -0.689 -0.819
C 16.575735 14.132028 17.764785 -0.935 -1.658 -1.463 0.996
C 16.093641 15.471989 17.961522 -0.479 -1.005 -1.641 -0.639
C 15.377254 15.959454 16.907027 -0.243 1.026 1.185 -0.625
C 14.946623 15.184212 15.814287 0.924 -4.009 -0.876 -0.375
N 15.276057 13.874509 15.635457 -0.767 3.009 -0.670 -0.077
C 16.167966 13.336184 16.477011 0.641 0.338 1.399 0.496
N 16.695961 12.115852 16.268325 0.727 2.345 1.816 -0.577
H 16.329125 15.973558 18.870485 0.106 0.505 0.369 0.461
H 14.951839 16.955943 16.872717 0.308 0.175 0.389 0.455
H 14.306047 15.610920 15.054173 -0.224 -0.091 -0.004 0.456
Cl 5.147047 13.473787 11.779985 -0.708 0.022 0.645 -0.285
C 6.438745 12.916187 10.787744 1.672 0.485 -0.069 0.487
C 7.615261 12.415074 11.371370 -0.257 -0.373 -0.195 -0.642
C 8.718997 12.142622 10.527531 -0.392 0.783 0.703 0.011
C 8.669731 12.505952 9.178861 -2.036 -0.137 0.859 0.523
C 7.424441 12.881298 8.600210 0.803 0.402 0.107 -0.616
C 6.363831 13.220353 9.431119 0.158 -1.331 -0.311 -0.523
C 9.918863 12.486623 8.420015 1.182 -1.858 -1.673 0.044
O 10.088189 13.330507 7.526374 0.161 0.083 0.236 -0.813
O 10.658319 11.460422 8.678003 -0.099 1.042 -0.327 -0.615
H 7.668286 12.264644 12.471223 0.095 0.111 -1.002 0.333
H 9.674287 11.790734 10.957152 -0.719 0.398 -0.178 0.326
H 7.303245 12.945994 7.499234 0.394 0.328 0.885 0.296
H 5.445477 13.588466 9.006800 -0.231 0.096 0.002 0.368
```
Forces are in eV/Å.

Output
**E_HOMO**: -1.599 eV
**Charge**: -2
**HOMO-LUMO gap**: 3.645 eV
**2S+1**: 1

---

| no. | E (eV) | molar mass (g mol⁻¹) |
| --- | --- | --- |
| 1 | -157118.2920 | 1189.858 |
| 2 | -165200.1642 | 1053.807 |